i.
{"formula": "CH8N2O2", "method": "the ωB97M-V functional and the def2-TZVPD basis", "elements": ["H", "N", "C", "N", "H", "H", "H", "O", "H", "H", "O", "H", "H"], "positions_angstrom": [[1.44018, -0.22125, 1.88870], [0.94045, -0.24229, 1.00878], [1.46768, 0.38477, 0.01882], [1.36689, 1.73159, -0.16033], [1.79416, -0.18025, -0.87831], [0.60117, 2.17772, 0.30282], [1.72126, 2.07068, -1.04074], [-1.87613, -2.02676, 1.18728], [-1.15316, -1.43203, 0.87585], [-2.73583, -1.58900, 1.17979], [-1.21380, -0.30062, -1.83839], [-0.41414, -0.08147, -1.32477], [-1.93873, -0.29109, -1.21948]], "smiles": "[H]/N=C\\N.O.O", "molar_mass_g_mol": 80.09, "lumo_ev": 0.4, "gap_ev": 9.29}

---

ii.
{"formula": "CH8N2O2", "method": "the ωB97M-V functional and the def2-TZVPD basis", "elements": ["H", "N", "C", "N", "H", "H", "H", "O", "H", "H", "O", "H", "H"], "positions_angstrom": [[-2.88835, 0.28672, 1.67399], [-2.61392, -0.02909, 0.74663], [-1.44449, 0.36659, 0.49703], [-0.74231, 0.03756, -0.65901], [-0.83917, 0.92379, 1.21576], [-1.22386, 0.16099, -1.53856], [0.13542, 0.54648, -0.67667], [1.96068, 1.17077, -0.11959], [2.00701, 0.21465, -0.32683], [2.85872, 1.42077, 0.12132], [1.76384, -1.53997, -0.39176], [0.79243, -1.48444, -0.43084], [1.95130, -2.08175, 0.38186]], "smiles": "[H]/N=C/N.O.O", "molar_mass_g_mol": 80.09, "lumo_ev": 0.7, "gap_ev": 10.44}

---

The energy of each structure relative to the most stable one, in kJ/mol, is as follows: i 156.2; ii 0.0.

---

i.
{"formula": "C4H10NOS", "method": "the ωB97M-V functional and the def2-TZVPD basis", "elements": ["N", "C", "C", "O", "C", "C", "S", "H", "H", "H", "H", "H", "H", "H", "H", "H", "H"], "positions_angstrom": [[0.50728, -2.37117, -0.53963], [0.04780, -0.90062, -0.42407], [0.37582, -0.29814, -1.78083], [0.59353, -1.00467, -2.72094], [0.52546, -0.31144, 0.87517], [0.37265, 1.21418, 0.98755], [-1.25843, 1.75352, 1.54998], [0.83272, -2.46841, -1.51805], [-0.21631, -3.07874, -0.42647], [1.29154, -2.55737, 0.08342], [-1.03720, -1.04626, -0.46962], [0.33821, 0.79581, -1.80875], [0.00583, -0.73490, 1.72171], [1.59545, -0.50791, 0.94696], [0.51603, 1.69849, 0.02398], [1.11536, 1.53404, 1.71145], [-1.13605, 1.36313, 2.81540]], "smiles": "[NH3+][C@H](C=O)CCS", "total_charge": 1, "molar_mass_g_mol": 120.20, "lumo_ev": -4.1, "gap_ev": 8.72}

---

ii.
{"formula": "C4H10NOS", "method": "the ωB97M-V functional and the def2-TZVPD basis", "elements": ["N", "C", "C", "O", "C", "C", "S", "H", "H", "H", "H", "H", "H", "H", "H", "H", "H"], "positions_angstrom": [[-0.97143, -1.77549, 0.56851], [-0.27883, -0.58078, -0.17923], [0.56471, -1.02655, -1.26522], [1.01277, -2.18671, -1.29145], [0.57302, 0.35823, 0.78085], [0.73143, 1.85318, 0.03231], [-0.94704, 2.52070, 0.29131], [-0.49075, -2.67617, 0.39800], [-1.87694, -1.82565, 0.18793], [-1.02369, -1.49568, 1.62872], [-1.23265, 0.04062, -0.40753], [1.09750, -0.26196, -1.91047], [-0.12255, 0.44837, 1.53290], [1.60225, -0.00512, 1.08113], [0.91751, 1.99095, -0.99766], [1.61623, 2.24578, 0.55255], [-1.17156, 2.37626, -1.00265]], "smiles": "[NH3+][C@H](C=O)CCS", "total_charge": 1, "molar_mass_g_mol": 120.20, "lumo_ev": -3.8, "gap_ev": 9.36}

---

The energy of each structure relative to the most stable one, in kJ/mol, is as follows: i 0.0; ii 135.6.

---

i.
{"formula": "C4H12OS", "method": "the ωB97M-V functional and the def2-TZVPD basis", "elements": ["C", "C", "C", "C", "S", "H", "H", "H", "H", "H", "H", "H", "H", "H", "H", "O", "H", "H"], "positions_angstrom": [[-1.94040, 0.08013, -1.49145], [-0.78895, -0.20278, -0.51986], [0.19270, 0.96395, -0.42575], [1.40105, 0.59491, 0.42339], [2.71544, 1.83983, 0.33959], [-1.54042, -0.18279, -2.47435], [-2.88940, -0.38906, -1.27382], [-2.04463, 1.16505, -1.59269], [-0.22316, -1.07246, -0.87216], [-1.13772, -0.49442, 0.47073], [-0.31379, 1.84385, -0.04924], [0.57339, 1.14778, -1.40393], [1.81284, -0.33885, 0.07365], [1.12616, 0.38055, 1.44663], [1.93259, 2.89125, 0.07292], [-0.00599, -2.74945, 2.25959], [0.38694, -2.12708, 2.89386], [0.74336, -3.35044, 2.12289]], "smiles": "CCCCS.O", "molar_mass_g_mol": 108.21, "lumo_ev": 0.6, "gap_ev": 9.63}

---

ii.
{"formula": "C4H12OS", "method": "the ωB97M-V functional and the def2-TZVPD basis", "elements": ["C", "C", "C", "S", "C", "H", "H", "H", "H", "H", "H", "H", "H", "H", "H", "H", "H", "O"], "positions_angstrom": [[-0.83740, 0.21696, -2.25609], [-0.20836, -1.02099, -1.60246], [0.54865, -0.65255, -0.30000], [-0.45284, -0.79329, 1.17757], [0.59886, 0.42797, 2.17916], [-1.50140, 0.66627, -1.49992], [-0.01671, 0.93783, -2.36348], [-1.30273, 0.04827, -3.23353], [0.42139, -1.57982, -2.29191], [-0.98505, -1.74430, -1.29866], [0.80481, 0.42649, -0.23664], [1.45227, -1.27498, -0.34333], [-0.07827, 0.84486, 2.92822], [1.29754, -0.28014, 2.62739], [1.14038, 1.19065, 1.61724], [-0.72937, 1.38090, 0.26456], [0.53880, 2.86777, 0.03756], [0.57332, 1.99890, -0.37308]], "molar_mass_g_mol": 108.21, "lumo_ev": -0.4, "gap_ev": 8.53}

---

The energy of each structure relative to the most stable one, in kJ/mol, is as follows: i 0.0; ii 355.6.

---

i.
{"formula": "CH2O2S3", "method": "the ωB97M-V functional and the def2-TZVPD basis", "elements": ["O", "S", "O", "S", "C", "S", "H", "H"], "positions_angstrom": [[1.52830, -0.16517, 1.05071], [0.78616, 0.77423, 0.28668], [0.80573, 2.15072, 0.60892], [0.70071, 0.21570, -1.79483], [-0.65729, 0.00930, -0.44828], [-1.27500, -1.50048, 0.11976], [-1.75050, 0.59615, -0.38358], [-0.13811, -2.08046, 0.56062]], "smiles": "O=S1(=O)S[C@H]1S", "molar_mass_g_mol": 142.23, "lumo_ev": -0.6, "gap_ev": 9.30}

---

ii.
{"formula": "CH2O2S3", "method": "the ωB97M-V functional and the def2-TZVPD basis", "elements": ["C", "O", "O", "S", "S", "S", "H", "H"], "positions_angstrom": [[-0.20091, -0.80806, 0.09545], [-0.28938, -1.32472, 2.74557], [-0.65630, -3.19273, 1.08835], [-2.03952, -0.71139, 0.22536], [0.75383, 0.62349, 0.84898], [-0.60191, -1.77911, 1.41263], [0.03236, -1.18508, -0.84206], [1.34881, 1.22683, -0.29749]], "molar_mass_g_mol": 142.23, "lumo_ev": -0.5, "gap_ev": 9.29}

---

The energy of each structure relative to the most stable one, in kJ/mol, is as follows: i 0.0; ii 5.1.

---

i.
{"formula": "C25H20Cl2N6O11S2Sr", "method": "the ωB97M-V functional and the def2-TZVPD basis", "elements": ["Sr", "O", "C", "O", "C", "C", "Cl", "N", "N", "C", "C", "O", "O", "C", "C", "C", "C", "C", "C", "H", "H", "H", "H", "H", "H", "S", "C", "N", "N", "C", "C", "C", "C", "C", "C", "N", "N", "C", "C", "C", "C", "C", "C", "H", "H", "H", "H", "H", "H", "H", "H", "H", "H", "H", "O", "Cl", "O", "O", "O", "C", "S", "O", "O", "O", "H", "H", "H"], "positions_angstrom": [[0.19770, 1.46621, -2.49231], [5.52885, -2.56416, -2.79146], [5.24910, -2.68603, -1.50986], [5.92753, -3.37532, -0.77321], [4.10039, -1.89743, -0.98890], [3.76997, -1.80225, 0.34834], [4.58136, -2.38703, 1.73038], [2.67384, -1.01703, 0.45739], [2.27128, -0.58062, -0.74962], [3.10652, -1.10019, -1.62795], [2.90816, -0.74719, -3.09420], [3.81447, -1.08876, -3.89255], [1.87202, -0.11723, -3.36098], [1.90077, -0.65843, 1.60269], [1.37636, 0.62121, 1.66162], [0.53292, 0.95546, 2.71481], [0.23995, 0.02792, 3.69995], [0.77685, -1.25252, 3.62989], [1.59818, -1.60689, 2.57295], [4.85836, -1.94051, -3.27636], [1.57612, 1.33058, 0.86869], [0.07806, 1.93779, 2.71895], [-0.43573, 0.29356, 4.50387], [0.52583, -1.99251, 4.38002], [1.97259, -2.61608, 2.47633], [-1.26877, 2.18834, 0.11277], [-2.03952, 0.74933, 0.63602], [-2.95461, 0.63920, 1.54492], [-3.35525, 1.81788, 2.08364], [-4.30955, 1.86293, 3.05733], [-4.89269, 0.70290, 3.59087], [-5.84230, 0.80591, 4.59368], [-6.24355, 2.03731, 5.09730], [-5.66695, 3.18698, 4.56595], [-4.71743, 3.10877, 3.56479], [-1.68769, -0.58238, 0.18795], [-0.90825, -0.63739, -0.76634], [-0.48138, -1.97003, -1.07907], [-0.19472, -2.26934, -2.40430], [0.32014, -3.51795, -2.72238], [0.56115, -4.45208, -1.72369], [0.26101, -4.14632, -0.40353], [-0.27067, -2.90662, -0.07542], [-2.97091, 2.66230, 1.66795], [-4.58655, -0.25832, 3.20295], [-6.27960, -0.10461, 4.98916], [-6.98794, 2.10197, 5.88105], [-5.95969, 4.16366, 4.93473], [-4.27536, 4.01216, 3.15855], [-0.36250, -1.53543, -3.17726], [0.55454, -3.74741, -3.75493], [0.99396, -5.41453, -1.96945], [0.45374, -4.87067, 0.38060], [-0.50428, -2.64494, 0.94622], [-3.05059, 1.54993, -5.32979], [-2.63961, 1.30876, -3.98542], [-3.74627, 0.94655, -3.16792], [-1.62036, 0.25428, -3.95455], [-1.96521, 2.48376, -3.44423], [4.00829, 2.85228, -3.42380], [2.45794, 3.49039, -2.84833], [2.62279, 4.90777, -2.63763], [1.47749, 3.11380, -3.87960], [2.13885, 2.72040, -1.63419], [4.27857, 3.37667, -4.33973], [3.88794, 1.78811, -3.62488], [4.76432, 3.02314, -2.65847]], "total_charge": -2, "molar_mass_g_mol": 803.13, "lumo_ev": 4.1, "gap_ev": 6.77}

---

ii.
{"formula": "C25H20Cl2N6O11S2Sr", "method": "the ωB97M-V functional and the def2-TZVPD basis", "elements": ["Sr", "O", "C", "O", "C", "C", "Cl", "N", "N", "C", "C", "O", "O", "C", "C", "C", "C", "C", "C", "H", "H", "H", "H", "H", "H", "S", "C", "N", "N", "C", "C", "C", "C", "C", "C", "N", "N", "C", "C", "C", "C", "C", "C", "H", "H", "H", "H", "H", "H", "H", "H", "H", "H", "H", "O", "Cl", "O", "O", "O", "C", "S", "O", "O", "O", "H", "H", "H"], "positions_angstrom": [[1.25724, -1.09283, -1.44405], [-3.17594, -6.68611, -3.44894], [-1.93006, -6.11806, -3.38615], [-1.02923, -6.66025, -3.94642], [-1.84127, -4.84671, -2.62296], [-2.88220, -4.00305, -2.28354], [-4.59182, -4.21524, -2.39645], [-2.37979, -2.89170, -1.71847], [-1.03600, -2.97632, -1.64522], [-0.68379, -4.13174, -2.17316], [0.82335, -4.48132, -2.11463], [1.14623, -5.64557, -2.29629], [1.53687, -3.47300, -1.84984], [-3.04161, -1.70244, -1.28622], [-2.69928, -1.17052, -0.05451], [-3.28512, 0.01849, 0.35092], [-4.21986, 0.65147, -0.45494], [-4.56075, 0.10120, -1.68345], [-3.96060, -1.07289, -2.11250], [-3.81367, -6.18175, -2.92725], [-1.94865, -1.65599, 0.55973], [-2.98838, 0.44797, 1.29913], [-4.66839, 1.58426, -0.13664], [-5.27294, 0.60304, -2.32722], [-4.18002, -1.47985, -3.09044], [0.39385, -1.81273, 1.42593], [0.23942, -0.32987, 2.24799], [-0.48260, -0.19616, 3.31922], [-0.50220, 1.09175, 3.92311], [0.52295, 1.48480, 4.76189], [1.76834, 0.84859, 4.79192], [2.76500, 1.31484, 5.63640], [2.56127, 2.40533, 6.47044], [1.32087, 3.03496, 6.44700], [0.31765, 2.58585, 5.60946], [0.91420, 0.88534, 1.80637], [1.26309, 0.92747, 0.62747], [1.81537, 2.20633, 0.25472], [1.73226, 3.31435, 1.09684], [2.26454, 4.52501, 0.69546], [2.87699, 4.64216, -0.54890], [2.94757, 3.54124, -1.38444], [2.41496, 2.32131, -0.98842], [-1.41286, 1.23652, 4.32555], [1.95434, -0.00453, 4.15680], [3.72314, 0.80906, 5.63245], [3.35245, 2.76301, 7.11677], [1.13267, 3.89280, 7.08317], [-0.64069, 3.09475, 5.58503], [1.25134, 3.20213, 2.05923], [2.19991, 5.38204, 1.35539], [3.29373, 5.59137, -0.86434], [3.41606, 3.61472, -2.35680], [2.50775, 1.49648, -1.68253], [5.14334, 0.46204, -0.68666], [4.52026, -0.79163, -1.00631], [5.50732, -1.80593, -1.20435], [3.57985, -1.16937, 0.03142], [3.71768, -0.63447, -2.22618], [-1.88580, 1.06623, -4.26398], [-0.40191, 0.75629, -3.34039], [0.58935, 1.65584, -3.89903], [-0.66683, 0.95906, -1.91437], [-0.09398, -0.66659, -3.56113], [-1.98637, 2.14119, -4.39511], [-2.73760, 0.66503, -3.72163], [-1.77106, 0.57231, -5.22591]], "total_charge": -2, "molar_mass_g_mol": 803.13, "lumo_ev": 3.7, "gap_ev": 6.39}

---

The energy of each structure relative to the most stable one, in kJ/mol, is as follows: i 0.0; ii 227.7.

---

i.
{"formula": "CH5N3OS", "method": "the ωB97M-V functional and the def2-TZVPD basis", "elements": ["H", "N", "C", "N", "O", "N", "S", "H", "H", "H", "H"], "positions_angstrom": [[-2.45291, -0.50715, 0.11283], [-1.59377, -1.14045, -0.00698], [-0.51557, -0.42337, -0.06099], [-0.46660, 0.84797, 0.43908], [-0.14382, 1.95196, -0.45866], [0.70532, -0.86243, -0.53457], [2.08378, -0.01775, 0.04388], [-1.55474, 0.76473, 0.55720], [0.65311, 2.16965, -0.06169], [0.80085, -1.65910, -1.10643], [2.48435, -1.12406, 1.07631]], "smiles": "[H]/N=C(\\NO)NS", "molar_mass_g_mol": 107.14, "lumo_ev": 0.4, "gap_ev": 9.77}

---

ii.
{"formula": "CH5N3OS", "method": "the ωB97M-V functional and the def2-TZVPD basis", "elements": ["H", "N", "C", "N", "O", "N", "S", "H", "H", "H", "H"], "positions_angstrom": [[1.45666, 1.81962, 1.45460], [1.61512, 1.56742, 0.49284], [0.70798, 0.67922, 0.32104], [-0.28067, 0.33804, 1.28204], [-0.37010, -1.01589, 1.70135], [0.53252, 0.06144, -0.91065], [-0.86476, -0.73925, -1.43775], [-0.18840, 0.88503, 2.11650], [-1.06242, -1.36109, 1.11606], [1.03794, 0.52636, -1.66447], [-1.76350, 0.24158, -1.60544]], "smiles": "[H]/N=C(\\NO)NS", "molar_mass_g_mol": 107.14, "lumo_ev": 0.6, "gap_ev": 10.08}

---

iii.
{"formula": "CH5N3OS", "method": "the ωB97M-V functional and the def2-TZVPD basis", "elements": ["H", "N", "C", "N", "O", "N", "S", "H", "H", "H", "H"], "positions_angstrom": [[0.83479, 2.14056, 0.12927], [-0.05747, 1.78707, -0.08547], [-0.16561, 0.53411, -0.29961], [-1.50992, 0.02183, -0.50070], [-1.56196, -1.25476, -0.01134], [0.81949, -0.47852, -0.67739], [2.42974, -0.33591, -0.19424], [-2.12818, 0.71634, -0.17086], [-1.62376, -1.18467, 0.99628], [0.69571, -1.71057, -0.39310], [2.26719, -0.23549, 1.20716]], "smiles": "[H]/N=C(/NO)NS", "molar_mass_g_mol": 107.14, "lumo_ev": 0.2, "gap_ev": 9.58}

---

The energy of each structure relative to the most stable one, in kJ/mol, is as follows: i 143.4; ii 0.0; iii 152.9.